[1]
{
  "formula": "C8H24FO4S4Tl",
  "method": "the ωB97M-V functional and the def2-TZVPD basis",
  "symbols": ["H", "O", "S", "H", "H", "O", "H", "H", "Tl", "H", "C", "H", "H", "O", "H", "C", "H", "H", "S", "H", "H", "C", "O", "H", "H", "S", "H", "C", "F", "C", "H", "H", "C", "C", "S", "H", "H", "C", "H", "H", "H", "H"],
  "positions_angstrom": [[3.04, 15.41, 15.12], [1.28, 23.98, 21.23], [1.45, 24.99, 22.38], [0.80, 26.89, 20.94], [-5.62, 13.01, 14.78], [-5.73, 14.99, 17.41], [3.12, 14.76, 16.70], [-10.45, 24.08, 17.17], [-3.35, 19.92, 20.08], [3.10, 23.83, 23.52], [-7.98, 13.56, 17.64], [3.95, 24.56, 22.13], [3.48, 19.18, 15.51], [1.63, 17.58, 17.39], [2.42, 18.05, 14.81], [-6.32, 12.83, 15.59], [2.44, 26.35, 20.67], [1.51, 15.32, 15.92], [-6.81, 14.42, 16.45], [-8.99, 23.92, 18.34], [-11.17, 22.59, 19.04], [3.29, 18.11, 15.47], [-8.36, 21.16, 17.58], [-7.62, 12.65, 18.11], [-8.89, 13.36, 17.08], [2.97, 17.09, 16.93], [2.15, 27.37, 22.06], [2.57, 15.49, 16.10], [-1.43, 20.19, 24.62], [-10.55, 21.70, 19.00], [-8.33, 14.25, 18.41], [3.46, 25.53, 23.60], [-9.48, 23.64, 17.40], [3.21, 24.72, 22.91], [-9.73, 21.81, 17.35], [-9.83, 21.70, 19.81], [-6.00, 11.95, 16.16], [1.71, 26.58, 21.45], [-11.13, 20.77, 18.98], [-7.25, 12.57, 15.07], [-8.87, 24.03, 16.59], [4.01, 17.52, 14.89]],
  "nbo_charge": [0.2478, -0.7817, 1.2674, 0.2572, 0.2492, -0.8470, 0.2536, 0.2479, 0.9986, 0.2536, -0.7812, 0.2647, 0.2711, -0.8478, 0.2480, -0.7954, 0.2513, 0.2677, 1.2165, 0.2418, 0.2402, -0.8291, -0.8868, 0.2491, 0.2365, 1.3174, 0.2536, -0.8102, -0.3353, -0.7814, 0.2500, 0.2487, -0.8139, -0.7770, 1.2500, 0.2473, 0.2531, -0.7859, 0.2479, 0.2423, 0.2566, 0.2434],
  "e_lumo_ev": -11.66,
  "charge": 2,
  "orbital_gap_ev": 1.29,
  "e_homo_ev": -12.9463
}

***

[2]
{
  "formula": "C8H24LiN2O3",
  "method": "the ωB97M-V functional and the def2-TZVPD basis",
  "symbols": ["H", "H", "O", "H", "H", "H", "H", "H", "Li", "C", "C", "H", "O", "N", "H", "H", "C", "C", "C", "H", "H", "C", "H", "H", "H", "C", "H", "H", "H", "H", "H", "H", "H", "C", "H", "H", "O", "N"],
  "positions_angstrom": [[20.48, 11.75, 9.46], [19.83, 7.19, 9.23], [18.39, 9.33, 12.24], [19.72, 12.04, 11.09], [19.16, 9.63, 12.72], [16.36, 7.81, 9.88], [17.73, 6.52, 13.12], [17.64, 9.59, 12.78], [18.66, 8.68, 10.85], [15.69, 9.78, 8.64], [21.80, 6.66, 9.91], [16.41, 7.29, 12.14], [18.31, 7.15, 11.25], [16.97, 8.53, 10.23], [19.37, 5.35, 10.90], [15.12, 8.88, 8.42], [20.11, 11.31, 10.38], [20.40, 7.21, 10.16], [17.33, 6.70, 12.13], [18.02, 11.38, 8.81], [17.29, 11.30, 10.40], [17.14, 9.51, 9.24], [19.96, 6.21, 12.20], [15.68, 10.41, 7.75], [20.97, 8.67, 11.37], [19.56, 6.38, 11.20], [15.06, 10.42, 9.27], [22.21, 7.27, 9.11], [17.69, 8.93, 8.50], [17.02, 5.73, 11.74], [20.89, 10.87, 11.01], [16.43, 8.95, 10.97], [21.11, 9.03, 9.88], [17.89, 10.74, 9.69], [21.77, 5.62, 9.59], [22.35, 6.63, 10.86], [19.14, 10.31, 10.19], [20.44, 8.63, 10.52]],
  "nbo_charge": [0.2004, 0.1929, -0.9492, 0.1860, 0.4988, 0.3827, 0.1898, 0.5006, 0.8119, -0.6369, -0.6236, 0.1918, -0.5991, -0.8354, 0.2012, 0.2182, -0.2569, -0.0704, -0.2557, 0.2033, 0.1772, -0.0774, 0.1855, 0.2247, 0.3526, -0.0835, 0.2136, 0.2190, 0.1939, 0.1873, 0.1844, 0.3461, 0.3800, -0.0811, 0.2293, 0.2146, -0.5752, -0.8413],
  "e_lumo_ev": -2.81,
  "charge": 1,
  "orbital_gap_ev": 9.69,
  "e_homo_ev": -12.5027
}

***

[3]
{
  "formula": "C8H24N2O3",
  "method": "the ωB97M-V functional and the def2-TZVPD basis",
  "symbols": ["H", "C", "C", "N", "H", "C", "H", "H", "C", "O", "H", "H", "H", "C", "H", "H", "N", "H", "H", "H", "H", "O", "H", "H", "C", "H", "C", "H", "H", "H", "H", "H", "O", "C", "H", "H", "H"],
  "positions_angstrom": [[8.14, 19.16, 11.46], [5.73, 18.33, 11.33], [11.84, 15.76, 13.81], [10.11, 19.01, 13.13], [12.76, 15.18, 13.92], [13.51, 18.72, 15.12], [14.57, 18.67, 16.94], [7.38, 18.19, 14.95], [7.72, 18.93, 12.45], [10.34, 21.72, 13.90], [9.08, 18.03, 15.52], [6.14, 18.41, 10.32], [8.39, 19.57, 15.11], [8.42, 18.52, 14.81], [5.25, 19.27, 11.64], [11.48, 15.68, 12.79], [13.89, 19.24, 16.45], [10.81, 18.51, 13.70], [4.98, 17.54, 11.31], [7.33, 19.87, 12.84], [14.16, 18.84, 13.12], [6.69, 17.97, 12.29], [12.31, 17.20, 16.19], [15.41, 18.08, 14.01], [12.85, 17.33, 15.24], [10.40, 18.73, 12.19], [14.61, 18.82, 14.12], [12.71, 19.41, 14.80], [13.63, 16.56, 15.25], [10.84, 21.42, 14.67], [9.97, 20.89, 13.51], [15.01, 19.84, 14.22], [11.99, 17.13, 14.12], [8.79, 18.36, 13.34], [11.20, 15.25, 14.54], [13.06, 19.21, 17.03], [8.96, 17.32, 13.04]],
  "nbo_charge": [0.1627, -0.2452, -0.2492, -0.8665, 0.1722, -0.0720, 0.3503, 0.2212, -0.0647, -0.9802, 0.2069, 0.1653, 0.2149, -0.6261, 0.1681, 0.1973, -0.8243, 0.3978, 0.1924, 0.1704, 0.2203, -0.5409, 0.1677, 0.2125, -0.0693, 0.3522, -0.6347, 0.1935, 0.1653, 0.4546, 0.4949, 0.2322, -0.5659, -0.0736, 0.1719, 0.3500, 0.1779],
  "smiles": "COC[C@H](C)N.COC[C@H](C)N.O",
  "e_lumo_ev": 0.66,
  "orbital_gap_ev": 10.13,
  "e_homo_ev": -9.4656
}

***

[4]
{
  "formula": "C8H24N2Si",
  "method": "the ωB97M-V functional and the def2-TZVPD basis",
  "symbols": ["N", "C", "H", "H", "C", "C", "H", "C", "H", "H", "H", "H", "H", "H", "H", "Si", "N", "H", "H", "C", "H", "H", "H", "H", "H", "H", "C", "C", "C", "H", "H", "H", "H", "H", "H"],
  "positions_angstrom": [[2.02, -0.25, 1.79], [-2.18, -0.06, 0.28], [2.29, 2.67, 1.06], [4.49, 0.91, -0.67], [3.63, 0.64, -1.39], [1.40, -2.01, 0.19], [0.73, -2.46, 0.97], [1.37, -0.51, 0.39], [-4.22, -0.07, 1.34], [-4.97, -0.59, -0.68], [1.68, 0.56, 2.25], [3.92, 1.43, -2.12], [-2.26, -1.08, -0.17], [1.84, -1.20, 2.28], [1.22, -2.10, -1.98], [1.87, 0.97, -0.83], [-4.57, 0.34, -0.71], [1.29, 3.28, -0.35], [-4.18, 0.61, -1.62], [-3.67, 0.47, 0.53], [0.66, -3.60, -1.20], [-5.36, 0.96, -0.44], [0.42, 2.22, 0.82], [-0.28, -2.18, -1.21], [-3.68, 1.54, 0.74], [0.97, 1.23, -2.04], [-1.39, -0.18, 1.51], [0.74, -2.52, -1.16], [1.45, 2.42, 0.30], [-1.31, 0.84, 2.02], [-1.29, -1.17, 2.01], [3.82, -0.30, -1.80], [2.42, -2.32, 0.05], [-1.74, 0.78, -0.32], [3.01, -0.08, 1.59]],
  "nbo_charge": [-0.7661, -0.5141, 0.2540, 0.2688, -1.1348, -0.5599, 0.2234, -0.0748, 0.2394, 0.4502, 0.4462, 0.2882, 0.2329, 0.4595, 0.2151, 1.3102, -0.6866, 0.2765, 0.4575, -0.2088, 0.2452, 0.4578, 0.2339, 0.1918, 0.2271, -0.1335, -0.2867, -0.5742, -1.1367, 0.1976, 0.2127, 0.2574, 0.2503, 0.2372, 0.4436],
  "e_lumo_ev": [-6.79, -6.75],
  "charge": 2,
  "orbital_gap_ev": [8.65, 8.64],
  "e_homo_ev": [-15.4352, -15.3946]
}

***

[5]
{
  "formula": "C8H24O4",
  "method": "the ωB97M-V functional and the def2-TZVPD basis",
  "symbols": ["O", "H", "H", "H", "H", "C", "H", "H", "H", "C", "H", "O", "H", "C", "C", "H", "H", "H", "H", "H", "H", "H", "C", "H", "H", "O", "H", "H", "H", "H", "O", "C", "C", "H", "C", "H"],
  "positions_angstrom": [[19.71, -15.61, -5.19], [10.79, -20.19, -1.57], [12.82, -26.36, -3.42], [10.61, -25.38, -2.78], [19.33, -17.49, -4.63], [14.88, -21.47, -5.91], [10.88, -21.59, -0.44], [20.39, -15.75, -4.54], [10.67, -21.77, -2.23], [11.15, -21.21, -1.43], [13.12, -24.79, -2.63], [14.83, -22.21, -4.71], [17.92, -16.49, -4.27], [18.17, -16.95, -6.35], [11.24, -25.04, -3.61], [14.40, -24.71, -4.29], [10.80, -25.51, -4.49], [15.33, -22.07, -6.71], [14.09, -22.82, -4.75], [13.35, -20.87, -1.00], [17.31, -17.59, -6.14], [17.73, -16.08, -6.85], [18.74, -16.64, -4.98], [11.03, -23.98, -3.70], [18.94, -17.36, -7.01], [12.89, -20.69, -3.06], [15.63, -19.70, -6.75], [13.83, -20.84, -3.18], [15.25, -19.55, -5.01], [13.82, -21.32, -6.11], [13.47, -24.69, -4.54], [15.70, -20.18, -5.78], [12.74, -21.37, -1.76], [13.05, -22.41, -1.73], [12.75, -25.27, -3.53], [16.73, -20.32, -5.45]],
  "nbo_charge": [-0.7213, 0.2167, 0.1560, 0.2224, 0.1545, -0.0573, 0.2048, 0.4640, 0.2065, -0.6275, 0.1499, -0.7681, 0.1607, -0.6238, -0.6345, 0.4833, 0.2092, 0.1533, 0.4925, 0.1590, 0.2038, 0.2139, -0.0628, 0.2092, 0.2116, -0.7307, 0.2157, 0.4775, 0.2060, 0.1718, -0.7278, -0.6335, -0.0682, 0.1566, -0.0562, 0.2129],
  "smiles": "CCO.CCO.CCO.CCO",
  "e_lumo_ev": 0.78,
  "orbital_gap_ev": 10.80,
  "e_homo_ev": -10.0248
}

***

[6]
{
  "formula": "C8H24O4",
  "method": "the ωB97M-V functional and the def2-TZVPD basis",
  "symbols": ["H", "H", "H", "H", "H", "H", "H", "H", "C", "H", "C", "O", "H", "O", "H", "C", "H", "H", "H", "C", "H", "C", "O", "H", "H", "C", "H", "H", "O", "C", "H", "H", "H", "H", "H", "C"],
  "positions_angstrom": [[24.66, -25.97, 0.99], [26.48, -28.29, 3.82], [30.06, -26.01, 5.51], [33.16, -28.32, 1.43], [31.02, -28.28, 2.44], [31.35, -26.64, 4.48], [25.04, -27.23, -0.26], [23.30, -24.57, -0.56], [27.05, -28.70, 2.99], [25.52, -25.60, -1.91], [30.56, -28.08, 5.85], [29.99, -27.71, 0.69], [27.26, -29.76, 3.16], [28.30, -28.01, 2.86], [26.32, -26.35, 0.45], [25.09, -25.22, -0.97], [28.93, -29.15, 5.93], [28.67, -27.88, 3.74], [30.83, -28.37, 6.87], [25.27, -26.24, 0.14], [25.30, -23.49, 0.27], [30.94, -26.66, 5.49], [29.19, -28.30, 5.55], [26.78, -23.95, -0.54], [31.71, -26.29, 6.16], [31.04, -28.37, 1.34], [32.42, -26.82, 0.83], [25.51, -23.20, -1.49], [23.70, -25.08, -1.27], [32.36, -27.91, 0.80], [26.49, -28.53, 2.08], [32.48, -28.22, -0.23], [30.95, -29.47, 1.23], [29.20, -27.80, 1.25], [31.19, -28.76, 5.25], [25.70, -23.88, -0.67]],
  "nbo_charge": [0.2010, 0.1704, 0.2252, 0.2022, 0.1382, 0.2156, 0.2167, 0.4551, -0.2476, 0.1748, -0.0654, -0.7462, 0.1650, -0.7753, 0.2140, 0.0934, 0.4811, 0.5039, 0.1654, -0.6348, 0.1942, -0.6402, -0.7445, 0.2173, 0.2194, -0.0487, 0.2088, 0.2185, -0.7190, -0.6220, 0.1871, 0.2079, 0.1412, 0.5007, 0.1588, -0.6320],
  "smiles": "CC(C)O.CCO.CCO.CO",
  "e_lumo_ev": 0.50,
  "orbital_gap_ev": 9.95,
  "e_homo_ev": -9.4517
}

***

[7]
{
  "formula": "C8H24O4S4",
  "method": "the ωB97M-V functional and the def2-TZVPD basis",
  "symbols": ["H", "H", "S", "S", "C", "H", "H", "S", "C", "C", "H", "H", "H", "H", "H", "O", "C", "H", "O", "H", "S", "H", "H", "H", "H", "C", "H", "H", "H", "H", "O", "H", "O", "C", "H", "C", "H", "C", "H", "H"],
  "positions_angstrom": [[1.29, 1.07, -3.07], [1.35, -4.42, 4.67], [-0.55, -2.06, -0.69], [0.53, 1.32, -5.27], [0.33, 0.85, -3.54], [-1.31, -0.26, -5.16], [1.53, -2.90, -1.38], [1.41, -2.74, 2.93], [-1.95, 4.71, 1.91], [-0.69, 0.17, -5.95], [-1.73, -0.12, -0.05], [0.33, 3.48, 0.75], [0.19, -0.23, -3.51], [1.68, -1.90, 0.08], [1.46, -1.14, -1.56], [2.84, -2.45, 3.19], [1.22, -1.98, -0.91], [-1.98, 4.96, 2.96], [-2.23, 2.62, 0.31], [-2.86, 4.99, 1.39], [-1.78, 2.93, 1.68], [-0.48, 1.41, -3.08], [-1.30, 0.72, -6.67], [-0.10, -4.40, 3.64], [0.65, -0.70, 3.74], [-0.70, -0.44, 0.07], [0.84, -1.88, 5.09], [-0.59, -1.92, 3.99], [0.35, 1.90, 1.54], [-0.03, 0.28, -0.39], [-1.15, -1.96, -2.03], [0.40, 3.34, 2.56], [1.88, 0.85, -5.66], [0.98, -4.32, 3.65], [1.40, -5.09, 3.01], [0.02, 2.93, 1.63], [-0.43, -0.47, 1.13], [0.48, -1.72, 4.07], [-0.17, -0.62, -6.47], [-1.12, 5.20, 1.38]],
  "nbo_charge": [0.2343, 0.2364, 1.2676, 1.2373, -0.8463, 0.2400, 0.2406, 1.2506, -0.8318, -0.8424, 0.2670, 0.2364, 0.2447, 0.2351, 0.2308, -0.9795, -0.8382, 0.2321, -0.9905, 0.2517, 1.2527, 0.2366, 0.2291, 0.2316, 0.2334, -0.8530, 0.2367, 0.2292, 0.2302, 0.2244, -0.9969, 0.2315, -0.9888, -0.8393, 0.2429, -0.8346, 0.2143, -0.8334, 0.2516, 0.2258],
  "e_lumo_ev": 0.27,
  "orbital_gap_ev": 8.78,
  "e_homo_ev": -8.5123
}

***

[8]
{
  "formula": "C8H24O8",
  "method": "the ωB97M-V functional and the def2-TZVPD basis",
  "symbols": ["O", "C", "O", "H", "C", "C", "H", "H", "H", "C", "H", "C", "H", "C", "H", "H", "H", "H", "H", "C", "H", "H", "O", "O", "H", "O", "O", "H", "H", "H", "H", "O", "O", "H", "C", "H", "H", "H", "H", "H"],
  "positions_angstrom": [[2.13, -0.53, 0.86], [-2.76, -1.18, 2.66], [0.11, 0.93, -0.45], [0.72, 1.34, -6.05], [-3.57, -1.53, 3.91], [3.66, 0.37, 2.60], [1.47, 0.38, 2.59], [-0.36, -1.69, -0.86], [-4.60, -3.01, 3.20], [0.37, 1.87, -3.97], [2.97, -0.64, 0.40], [-1.11, 0.21, -0.21], [3.59, 0.81, 3.59], [2.30, 0.43, 1.89], [0.64, 1.07, -2.17], [4.86, 0.57, 1.00], [0.86, 0.41, -0.09], [4.00, -0.66, 2.75], [-0.66, 1.58, -4.23], [-1.26, -1.08, -1.00], [-1.91, 0.92, -0.40], [0.27, 2.82, -3.44], [-1.56, -0.85, -2.37], [4.65, 1.03, 1.81], [-2.99, -2.16, 4.60], [-4.81, -2.13, 3.54], [-2.26, -2.40, 2.07], [2.27, 1.44, 1.48], [-1.15, -0.03, 0.86], [-2.06, -1.68, -0.57], [-0.87, -0.28, -2.72], [1.00, 0.97, -3.07], [2.54, 1.66, -5.07], [-3.87, -0.64, 4.47], [1.16, 1.96, -5.26], [2.55, 1.00, -4.36], [-2.11, -3.02, 2.79], [1.13, 3.00, -5.61], [-1.89, -0.56, 2.86], [-3.44, -0.72, 1.95]],
  "nbo_charge": [-0.7280, -0.0984, -0.7697, 0.1583, -0.0979, -0.0949, 0.1865, 0.1649, 0.4661, -0.0930, 0.4729, -0.0931, 0.1965, -0.1059, 0.5087, 0.4650, 0.5004, 0.1690, 0.1616, -0.1003, 0.1880, 0.1657, -0.7225, -0.7205, 0.1549, -0.7072, -0.7288, 0.1826, 0.1641, 0.1997, 0.4729, -0.7869, -0.7190, 0.1928, -0.0848, 0.4820, 0.4592, 0.1787, 0.1658, 0.1944],
  "smiles": "OCCO.OCCO.OCCO.OCCO",
  "e_lumo_ev": 0.23,
  "orbital_gap_ev": 10.02,
  "e_homo_ev": -9.7876
}

***

Asked for energy relative to the best compared isomer or geometry (same formula, charge and spin) across the records above, the calculation gives 66.9; 120.7; 12.4; 17.0; 34.0; 12.5; 7.0; 13.7 kcal/mol in order.